Molecular formula: C12H26AlBr3F6NO14S5
Method: DFT, wB97M-V/def2-TZVPD

Element x y z (Å)
Al1 1.90 0.86 0.66
C1 2.60 5.08 -1.93
F1 1.41 5.68 -2.02
F2 3.49 5.68 -2.71
F3 3.04 5.00 -0.70
S1 2.37 3.16 -2.51
O1 2.19 3.13 -4.00
O2 3.54 2.37 -2.03
N1 1.11 2.50 -1.51
S2 -0.09 2.50 -2.57
O3 -0.30 3.81 -3.19
O4 -0.17 1.36 -3.50
C2 -1.58 2.16 -1.46
F4 -2.62 1.81 -2.21
F5 -1.29 1.14 -0.61
F6 -1.96 3.26 -0.74
O5 -0.15 -1.08 0.25
H1 -0.86 -1.55 -0.24
O6 -0.29 1.62 2.28
S3 -1.60 1.88 2.90
O7 -1.77 2.49 4.23
O8 -2.44 2.91 1.83
C3 -3.44 3.76 2.33
C4 -4.82 3.32 1.72
C5 -2.63 0.42 2.72
H2 -3.13 4.77 2.06
H3 -3.52 3.87 3.41
H4 -5.12 2.33 2.06
H5 -4.79 3.26 0.63
H6 -5.56 4.05 2.04
H7 -3.66 0.63 2.40
H8 -2.56 -0.09 3.68
H9 -2.07 -0.17 1.99
O9 -0.13 -1.62 4.98
S4 0.79 -2.03 3.87
O10 1.51 -1.00 3.13
O11 1.83 -3.09 4.60
C6 2.97 -3.58 3.85
C7 4.20 -2.84 4.39
C8 -0.11 -3.19 2.79
H10 2.78 -3.54 2.78
H11 3.03 -4.64 4.11
H12 4.36 -3.18 5.41
H13 3.97 -1.78 4.42
H14 5.13 -2.95 3.83
H15 0.75 -3.58 2.24
H16 -0.73 -2.63 2.09
H17 -0.59 -4.03 3.30
O12 3.65 -2.44 -3.10
S5 2.31 -2.06 -2.72
O13 2.03 -1.00 -1.76
O14 1.39 -1.79 -4.09
C9 1.95 -1.30 -5.30
C10 0.89 -0.62 -6.17
C11 1.40 -3.61 -2.21
H18 2.33 -2.26 -5.63
H19 2.73 -0.57 -5.02
H20 0.26 0.05 -5.58
H21 0.11 -1.18 -6.69
H22 1.38 -0.09 -6.99
H23 1.89 -3.94 -1.29
H24 1.48 -4.31 -3.03
H25 0.34 -3.44 -2.04
C12 -3.66 -1.85 0.16
Br1 -3.52 -3.05 -1.41
Br2 -4.51 -2.83 1.63
Br3 -4.81 -0.30 -0.26
H26 -2.63 -1.65 0.45

The frontier orbital gap is 3.1 eV. Its net charge is +1. The energy above the lowest of the compared OMol25 structures with the same formula, charge and spin is 3.416 eV.